Record 1
DFT (wB97M-V/def2-TZVPD) results for a molecular structure, C35H50BN6O5Pb.

ORCA input file:
```
! RIJCOSX wB97M-V def2-TZVPD def2/J DEFGRID3
* xyz -1 1
Pb -0.950 -1.382 0.193
O 1.281 -3.557 -2.970
C 1.257 -2.588 -1.953
O 0.016 -2.281 -1.625
C 2.172 -3.120 -0.863
O 2.480 -2.153 0.120
C 2.806 -0.839 -0.311
C 2.733 -0.621 -1.834
O 3.295 0.303 -2.363
O 1.954 -1.425 -2.553
H 0.402 -3.500 -3.364
H 3.072 -3.507 -1.347
H 1.665 -3.937 -0.353
H 3.939 -0.884 1.402
H 1.612 -0.212 1.204
C -0.687 4.783 0.712
C -0.811 3.462 1.400
C -1.368 3.179 2.633
C -1.229 1.787 2.785
N -0.643 1.272 1.711
N -0.387 2.298 0.871
B 0.546 2.098 -0.357
N -0.201 1.344 -1.502
N -1.252 0.499 -1.334
C -1.777 0.283 -2.549
C -1.027 0.973 -3.506
C -0.039 1.630 -2.800
C 1.074 2.476 -3.318
C -3.094 -0.426 -2.777
C -3.126 -1.892 -2.294
C -3.369 -0.487 -4.286
C -4.199 0.436 -2.144
N 1.823 1.357 -0.005
N 1.686 -0.024 0.203
C 4.104 -0.409 0.423
C 4.110 1.095 0.572
C 3.051 1.881 0.312
C 3.181 3.377 0.330
C 5.493 -0.959 -0.022
C 6.046 -0.319 -1.298
C 6.477 -0.669 1.123
C 5.457 -2.477 -0.212
C -1.668 0.905 3.930
C -0.544 -0.075 4.284
C -2.915 0.113 3.516
C -2.002 1.761 5.152
H -1.211 5.542 1.292
H -1.121 4.746 -0.287
H 0.356 5.088 0.603
H -1.799 3.891 3.319
H 0.806 3.195 -0.769
H -1.169 1.001 -4.572
H 1.045 2.485 -4.407
H 2.030 2.063 -2.990
H 1.004 3.504 -2.957
H -2.362 -2.405 -2.884
H -4.097 -2.298 -2.616
H -2.460 -3.319 -0.919
H -2.588 -1.045 -4.807
H -3.429 0.514 -4.717
H -4.324 -0.987 -4.464
H -3.932 0.733 -1.134
H -5.146 -0.108 -2.115
H -4.338 1.350 -2.727
H 5.047 1.581 0.803
H 4.198 3.652 0.604
H 2.484 3.814 1.050
H 2.953 3.795 -0.652
H 6.010 0.769 -1.242
H 5.483 -0.616 -2.180
H 7.086 -0.631 -1.435
H 6.657 0.398 1.247
H 7.438 -1.143 0.909
H 6.102 -1.067 2.069
H 4.945 -2.743 -1.135
H 4.955 -2.974 0.619
H 6.477 -2.863 -0.287
H -0.301 -0.699 3.424
H -0.849 -0.721 5.112
H 0.358 0.467 4.577
H -2.692 -0.526 2.662
H -3.724 0.790 3.232
H -3.266 -0.522 4.334
H -1.136 2.347 5.467
H -2.308 1.123 5.984
H -2.822 2.450 4.937
C -2.864 -2.301 -0.841
C -4.026 -2.388 0.092
C -4.556 -3.637 0.444
C -5.604 -3.765 1.346
C -6.168 -2.639 1.928
C -5.653 -1.390 1.608
C -4.597 -1.272 0.717
H -4.130 -4.526 -0.008
H -5.984 -4.750 1.592
H -6.986 -2.734 2.631
H -6.060 -0.501 2.075
H -4.177 -0.293 0.530
*
```

Properties
* orbital gap: 7.00 eV
* LUMO level: 2.6 eV
* E_tot: -2286.3084 a.u.

Charges in e, computed with Löwdin, in the same order as the atoms: atom 1 (Pb): 1.38, atom 2 (O): 0.05, atom 3 (C): -0.68, atom 4 (O): -0.26, atom 5 (C): -0.09, atom 6 (O): -0.07, atom 7 (C): -0.32, atom 8 (C): -0.38, atom 9 (O): 0.12, atom 10 (O): 0.13, atom 11 (H): 0.10, atom 12 (H): 0.12, atom 13 (H): 0.14, atom 14 (H): 0.14, atom 15 (H): 0.11, atom 16 (C): -0.03, atom 17 (C): -0.28, atom 18 (C): 0.01, atom 19 (C): -0.27, atom 20 (N): 0.08, atom 21 (N): 0.03, atom 22 (B): -0.55, atom 23 (N): 0.04, atom 24 (N): 0.02, atom 25 (C): -0.24, atom 26 (C): 0.03, atom 27 (C): -0.26, atom 28 (C): -0.01, atom 29 (C): -0.48, atom 30 (C): -0.18, atom 31 (C): -0.07, atom 32 (C): -0.03, atom 33 (N): 0.03, atom 34 (N): 0.04, atom 35 (C): -0.16, atom 36 (C): -0.02, atom 37 (C): -0.29, atom 38 (C): -0.03, atom 39 (C): -0.54, atom 40 (C): -0.05, atom 41 (C): -0.06, atom 42 (C): -0.05, atom 43 (C): -0.56, atom 44 (C): -0.05, atom 45 (C): -0.05, atom 46 (C): -0.07, atom 47 (H): 0.07, atom 48 (H): 0.08, atom 49 (H): 0.07, atom 50 (H): 0.10, atom 51 (H): 0.10, atom 52 (H): 0.10, atom 53 (H): 0.08, atom 54 (H): 0.07, atom 55 (H): 0.07, atom 56 (H): 0.10, atom 57 (H): 0.12, atom 58 (H): 0.06, atom 59 (H): 0.09, atom 60 (H): 0.08, atom 61 (H): 0.08, atom 62 (H): 0.06, atom 63 (H): 0.09, atom 64 (H): 0.08, atom 65 (H): 0.09, atom 66 (H): 0.07, atom 67 (H): 0.08, atom 68 (H): 0.08, atom 69 (H): 0.08, atom 70 (H): 0.07, atom 71 (H): 0.08, atom 72 (H): 0.07, atom 73 (H): 0.08, atom 74 (H): 0.09, atom 75 (H): 0.07, atom 76 (H): 0.09, atom 77 (H): 0.08, atom 78 (H): 0.05, atom 79 (H): 0.08, atom 80 (H): 0.09, atom 81 (H): 0.04, atom 82 (H): 0.09, atom 83 (H): 0.09, atom 84 (H): 0.08, atom 85 (H): 0.08, atom 86 (H): 0.08, atom 87 (C): -0.38, atom 88 (C): -0.28, atom 89 (C): -0.05, atom 90 (C): -0.11, atom 91 (C): -0.12, atom 92 (C): -0.10, atom 93 (C): -0.08, atom 94 (H): 0.10, atom 95 (H): 0.09, atom 96 (H): 0.09, atom 97 (H): 0.10, atom 98 (H): 0.09

---

Record 2
DFT (wB97M-V/def2-TZVPD) results for 7 unconnected molecules or ions with the total composition C5H27N3O6 at a distorted geometry.

ORCA input file:
```
! RIJCOSX wB97M-V def2-TZVPD def2/J DEFGRID3
* xyz 0 1
C 3.174 0.178 -1.407
C 2.800 -0.223 0.019
C 1.502 0.404 0.530
C 0.303 0.195 -0.407
N -0.269 -1.137 -0.258
C -1.209 -1.494 -1.323
N -2.549 -0.951 -1.121
N 3.077 1.616 -1.697
H 2.535 -0.357 -2.109
H 4.203 -0.143 -1.593
H 3.615 0.049 0.699
H 2.732 -1.310 0.114
H 1.227 -0.033 1.498
H 1.594 1.478 0.716
H -0.464 0.910 -0.113
H 0.593 0.374 -1.448
H 0.406 -1.882 -0.105
H -0.855 -1.129 -2.300
H -1.302 -2.578 -1.379
H -2.516 0.049 -0.975
H -2.951 -1.347 -0.275
H 3.737 2.151 -1.151
H 2.123 1.909 -1.509
H -0.657 -2.446 2.737
H 0.341 -2.759 3.865
O 0.003 -3.121 3.056
H -1.398 -1.220 1.287
H -2.021 -0.318 2.385
O -1.826 -1.259 2.174
H -2.507 1.902 1.318
H -2.273 2.249 2.761
O -2.460 1.478 2.207
H -3.764 3.207 -0.229
H -2.346 3.224 -0.917
O -2.837 2.961 -0.101
H 1.024 -3.450 1.696
H 1.456 -4.538 0.723
O 1.567 -3.582 0.875
H -0.917 4.343 -2.654
H -1.368 2.973 -3.133
O -1.527 3.626 -2.458
*
```

Properties
* orbital gap: 9.08 eV
* LUMO level: 0.1 eV
* E_tot: -822.4295 a.u.

Charges in e, computed with Löwdin, in the same order as the atoms: atom 1 (C): -0.29, atom 2 (C): -0.20, atom 3 (C): -0.19, atom 4 (C): -0.23, atom 5 (N): -0.08, atom 6 (C): -0.29, atom 7 (N): 0.02, atom 8 (N): 0.00, atom 9 (H): 0.10, atom 10 (H): 0.11, atom 11 (H): 0.11, atom 12 (H): 0.09, atom 13 (H): 0.11, atom 14 (H): 0.10, atom 15 (H): 0.10, atom 16 (H): 0.09, atom 17 (H): 0.08, atom 18 (H): 0.11, atom 19 (H): 0.12, atom 20 (H): 0.04, atom 21 (H): 0.06, atom 22 (H): 0.06, atom 23 (H): 0.04, atom 24 (H): 0.02, atom 25 (H): 0.04, atom 26 (O): -0.07, atom 27 (H): 0.00, atom 28 (H): 0.02, atom 29 (O): -0.10, atom 30 (H): 0.00, atom 31 (H): 0.06, atom 32 (O): -0.08, atom 33 (H): 0.07, atom 34 (H): 0.01, atom 35 (O): -0.07, atom 36 (H): -0.01, atom 37 (H): 0.05, atom 38 (O): -0.10, atom 39 (H): 0.07, atom 40 (H): 0.06, atom 41 (O): -0.03

---

Record 3
DFT (wB97M-V/def2-TZVPD) results for a molecular structure, C21H16Cl2N3O4S6Ti at a distorted geometry.

ORCA input file:
```
! RIJCOSX wB97M-V def2-TZVPD def2/J DEFGRID3
* xyz -1 3
Ti 0.686 0.326 -0.642
O 1.235 -0.821 0.597
C 1.320 -0.814 1.905
C 1.428 -2.010 2.625
C 1.483 -2.008 4.002
C 1.441 -0.804 4.703
C 1.354 0.384 4.011
C 1.289 0.410 2.612
C 1.192 1.653 1.879
N 1.387 1.861 0.564
C 1.207 3.222 0.378
C 0.919 3.824 1.550
N 0.927 2.836 2.491
H 1.471 -2.932 2.061
H 1.552 -2.946 4.537
H 1.481 -0.797 5.784
H 1.360 1.317 4.563
H 1.295 3.696 -0.579
H 0.689 4.847 1.785
H 0.625 2.931 3.443
Cl 1.858 2.436 -2.665
C 0.270 2.428 -3.464
Cl -0.309 0.758 -3.511
H 0.395 2.794 -4.476
H -0.433 3.011 -2.875
C 4.903 -3.142 -1.237
S 3.435 -3.396 -0.191
C 2.164 -3.337 -1.408
C 1.781 -2.246 -2.108
S 2.455 -0.641 -2.027
S 0.575 -2.567 -3.352
C 0.350 -4.257 -3.058
S -0.678 -5.205 -3.922
S 1.336 -4.844 -1.756
H 5.766 -3.147 -0.574
H 4.814 -2.182 -1.736
H 4.973 -3.955 -1.957
O -0.861 -0.840 -1.051
C -1.670 0.136 -0.790
N -1.027 1.359 -0.670
S -2.103 2.550 -0.382
O -1.939 3.125 0.936
O -2.052 3.511 -1.471
C -3.519 1.506 -0.444
C -4.847 1.817 -0.288
C -5.779 0.783 -0.329
C -5.348 -0.550 -0.506
C -4.023 -0.870 -0.665
C -3.064 0.172 -0.647
H -5.147 2.846 -0.130
H -6.834 0.999 -0.217
H -6.091 -1.339 -0.504
H -3.691 -1.892 -0.797
*
```

Properties
* orbital gap (spin up / spin down): 4.89 / 7.29 eV
* LUMO level (spin up / spin down): 2.3 / 2.3 eV
* E_tot: -5434.2312 a.u.

Charges in e, computed with Löwdin, in the same order as the atoms: atom 1 (Ti): 0.71, atom 2 (O): -0.21, atom 3 (C): -0.29, atom 4 (C): 0.00, atom 5 (C): -0.08, atom 6 (C): -0.11, atom 7 (C): -0.04, atom 8 (C): -0.08, atom 9 (C): -0.24, atom 10 (N): 0.00, atom 11 (C): -0.16, atom 12 (C): -0.08, atom 13 (N): 0.13, atom 14 (H): 0.10, atom 15 (H): 0.10, atom 16 (H): 0.09, atom 17 (H): 0.10, atom 18 (H): 0.06, atom 19 (H): 0.12, atom 20 (H): 0.15, atom 21 (Cl): 0.57, atom 22 (C): -0.89, atom 23 (Cl): 0.63, atom 24 (H): 0.03, atom 25 (H): 0.00, atom 26 (C): -0.39, atom 27 (S): 0.80, atom 28 (C): -1.00, atom 29 (C): -1.07, atom 30 (S): 0.52, atom 31 (S): 0.89, atom 32 (C): -1.51, atom 33 (S): 0.48, atom 34 (S): 0.88, atom 35 (H): 0.03, atom 36 (H): 0.00, atom 37 (H): 0.04, atom 38 (O): -0.18, atom 39 (C): -0.54, atom 40 (N): -0.22, atom 41 (S): 0.66, atom 42 (O): -0.32, atom 43 (O): -0.34, atom 44 (C): -0.23, atom 45 (C): -0.08, atom 46 (C): -0.12, atom 47 (C): -0.11, atom 48 (C): -0.02, atom 49 (C): -0.16, atom 50 (H): 0.11, atom 51 (H): 0.08, atom 52 (H): 0.09, atom 53 (H): 0.11

---

The lowest E_tot belongs to which entry?
C21H16Cl2N3O4S6Ti

---

Number 3 is which compound?
C21H16Cl2N3O4S6Ti